Entry 1:
{"formula": "C26H31BrCsN5O7", "method": "the ωB97M-V functional and the def2-TZVPD basis", "species": ["O", "C", "H", "H", "H", "H", "Cs", "H", "N", "N", "C", "C", "H", "H", "H", "O", "C", "O", "C", "H", "C", "H", "C", "H", "C", "H", "C", "H", "C", "C", "Br", "N", "C", "C", "O", "H", "C", "H", "H", "H", "H", "C", "H", "C", "H", "C", "H", "H", "C", "C", "C", "H", "C", "O", "C", "C", "O", "C", "H", "N", "O", "N", "H", "H", "H", "H", "H", "H", "C", "H", "C"], "coordinates": [[4.12976, 0.36104, -1.63624], [2.80435, -1.44559, -2.50208], [4.13516, -2.17294, -0.05414], [1.03576, 1.06691, -4.02447], [1.43691, -4.88019, -4.57537], [4.94593, -2.73758, -1.51403], [0.02854, -0.77916, -0.56368], [3.22571, 0.14769, 1.70573], [0.72191, -1.29732, -3.74370], [-0.60842, 7.40450, 0.50022], [-5.39036, 0.17375, 3.15145], [-0.94646, -5.56426, -2.30284], [1.84718, 1.28633, -2.44495], [-0.41653, 0.67095, 4.32182], [-5.17224, 1.22053, 3.36599], [-0.81003, -2.81957, -2.02349], [0.76413, -5.47705, -3.97417], [-1.40705, 3.70526, 2.19911], [1.79552, -0.75627, -3.25068], [5.59675, -1.33803, -0.61256], [-0.24691, 5.02689, 0.61150], [-6.49666, -0.29465, 0.64842], [-0.39477, 0.77615, 3.22352], [2.82248, 1.01367, -3.85107], [0.99437, 6.34954, -0.91365], [2.72491, 2.98347, 3.78148], [-0.12826, -7.60670, -3.28197], [-6.08914, -1.84618, 1.41305], [1.76330, 2.49344, 3.64148], [0.31957, 7.46551, -0.45007], [2.29923, 6.56053, -2.27601], [1.99424, 1.20279, 3.01772], [-5.67203, -0.94168, 0.96087], [1.86741, 0.74685, -3.39475], [1.14880, -0.71074, 2.15641], [-5.05497, -0.43552, 3.99616], [0.71755, 5.10137, -0.38616], [3.54731, 1.87712, 1.78527], [-5.08308, -1.21864, 0.09137], [1.30166, 2.38108, 4.62562], [1.13425, 3.13741, 3.02419], [-3.48547, -0.07960, 1.56893], [-1.65401, -7.51790, -1.77347], [-0.07279, -3.28870, -2.94611], [-0.56143, 1.82383, 2.96885], [-2.60317, 0.64227, 2.56924], [-3.03098, 0.68440, 3.57686], [1.20972, 4.19324, -0.70907], [-0.08303, -4.80577, -3.08966], [-0.97263, -6.94911, -2.39836], [4.68795, -1.84528, -0.93969], [-0.14271, -8.68925, -3.35505], [0.74318, -6.86118, -4.06965], [-1.36446, -0.02922, 2.59576], [-0.87418, 6.20055, 1.00999], [-0.57729, 3.67679, 1.25892], [0.03710, 2.69520, 0.79733], [0.97918, 0.34656, 2.74477], [-1.62096, 6.12828, 1.79184], [0.72560, -2.70017, -3.78560], [-3.03502, -0.44158, 0.50082], [-4.80450, -0.25405, 1.89589], [-1.58539, -5.02578, -1.61390], [2.70650, -2.52227, -2.44398], [-2.47278, 1.67474, 2.21385], [4.06477, 0.81582, 3.12086], [-6.47214, 0.07397, 3.07701], [1.41383, -7.36293, -4.75951], [3.83584, -0.85437, -1.75963], [0.53959, 8.44180, -0.86908], [3.28387, 0.99897, 2.37656]], "atomic_forces_ev_per_a": [[-0.007, 0.037, 0.020], [0.240, -0.021, 0.002], [-0.001, 0.025, 0.010], [0.019, 0.024, -0.006], [-0.005, 0.024, 0.005], [-0.018, -0.008, -0.008], [-0.002, 0.627, 0.195], [-0.008, -0.005, 0.015], [0.291, -0.057, -0.334], [-0.009, -0.056, 0.008], [0.068, 0.022, 0.002], [0.029, 0.138, 0.001], [0.017, -0.141, 0.073], [-0.156, -0.044, -0.001], [0.002, -0.009, 0.015], [-0.371, -0.137, -0.122], [-0.019, -0.049, -0.009], [-0.040, 0.073, 0.013], [-0.345, 0.213, 0.311], [0.004, -0.010, -0.021], [0.119, 0.021, -0.119], [-0.002, 0.001, -0.004], [0.272, -0.005, 0.024], [-0.033, 0.095, -0.014], [-0.032, -0.133, 0.055], [0.030, -0.030, 0.019], [-0.004, -0.060, -0.006], [0.001, -0.001, 0.008], [-0.055, -0.012, 0.009], [0.018, 0.139, -0.076], [0.013, 0.012, -0.014], [0.112, 0.094, -0.024], [0.049, 0.011, -0.018], [0.012, -0.039, -0.182], [0.060, -0.006, 0.246], [-0.011, 0.011, 0.009], [-0.088, 0.062, 0.062], [-0.006, 0.002, -0.010], [-0.014, -0.002, -0.004], [-0.027, 0.026, -0.017], [0.025, -0.012, 0.018], [-0.021, 0.079, -0.076], [0.008, -0.014, -0.011], [0.128, -0.650, -0.231], [0.011, -0.011, 0.056], [0.083, -0.042, -0.037], [-0.030, -0.051, -0.004], [0.023, 0.004, -0.021], [0.080, 0.029, -0.147], [-0.023, -0.047, 0.019], [0.001, 0.048, -0.012], [-0.006, 0.006, 0.007], [-0.005, 0.077, 0.014], [-0.034, 0.133, 0.136], [-0.003, -0.127, 0.092], [0.029, -0.073, -0.132], [-0.091, 0.022, 0.098], [0.051, -0.084, -0.149], [-0.012, 0.088, -0.022], [-0.138, 0.081, 0.208], [-0.027, -0.098, 0.030], [-0.113, -0.014, 0.010], [-0.001, -0.007, -0.004], [0.018, 0.001, -0.017], [-0.038, -0.002, 0.040], [0.007, 0.021, -0.010], [-0.008, -0.005, -0.028], [-0.002, -0.008, 0.000], [0.012, -0.140, 0.041], [-0.012, 0.002, 0.022], [-0.013, -0.037, -0.006]], "energy_ev": -119840.445, "relative_energy_kcal_mol": 26.6, "total_charge": -2, "lumo_ha": 0.133, "gap_ha": 0.1570, "spin_multiplicity": 1}

=====

Entry 2:
{"formula": "C26H31BrN10NdO3P", "method": "the ωB97M-V functional and the def2-TZVPD basis", "species": ["H", "H", "N", "H", "C", "C", "C", "C", "H", "H", "C", "O", "H", "O", "H", "H", "H", "N", "C", "H", "H", "H", "C", "N", "H", "N", "H", "H", "H", "H", "H", "H", "C", "H", "N", "H", "H", "C", "N", "C", "C", "N", "C", "H", "N", "C", "H", "Br", "C", "C", "C", "C", "N", "C", "C", "H", "Nd", "H", "H", "C", "C", "O", "C", "P", "C", "N", "H", "C", "H", "C", "H", "C", "H"], "coordinates": [[8.51542, 6.35576, 10.35431], [11.69947, 8.18238, 14.45803], [6.15587, 7.69865, 12.42130], [10.00114, 13.59254, 11.92304], [6.35138, 8.00735, 14.54543], [8.06027, 9.17999, 15.83122], [12.23764, 7.57186, 5.92441], [8.12239, 12.48820, 7.67171], [5.87282, 7.58351, 6.34646], [6.48696, 11.92408, 8.99282], [12.06386, 10.75781, 12.49991], [11.69816, 9.37718, 12.70516], [6.75895, 11.74191, 14.71348], [9.89537, 11.46791, 11.74066], [9.75302, 12.63622, 6.34880], [11.15909, 10.94318, 10.37386], [7.69402, 13.39752, 7.34320], [7.50324, 9.87681, 10.25511], [12.38772, 8.70971, 13.75936], [12.96368, 9.43078, 14.35272], [13.04403, 7.94470, 13.38011], [10.12038, 7.92325, 6.17991], [12.51432, 8.03785, 8.60509], [6.94888, 8.20080, 13.39670], [7.76899, 13.61763, 13.06559], [6.92428, 8.42855, 15.76332], [5.09762, 5.76889, 7.86616], [14.36340, 7.32411, 5.84192], [5.73088, 12.61374, 13.43083], [11.76164, 11.35964, 13.45824], [5.65927, 10.84880, 13.58702], [11.63852, 12.37234, 11.19285], [8.12023, 10.54156, 9.14501], [12.60926, 8.08494, 9.68829], [8.84325, 9.43573, 14.78872], [6.47910, 5.21857, 9.97339], [12.17720, 7.27340, 4.86588], [7.52064, 11.70769, 8.66130], [5.30311, 7.17468, 14.41986], [8.34124, 7.59672, 8.59456], [6.67736, 6.05852, 9.33199], [5.13450, 7.09521, 13.02460], [13.64616, 7.75452, 7.84709], [13.13579, 10.75400, 12.34338], [8.41629, 9.70265, 16.97143], [6.33968, 11.71248, 13.71746], [8.79097, 12.46961, 13.97022], [9.98811, 6.42004, 12.44632], [7.58507, 7.97163, 7.51484], [6.42500, 7.30982, 7.17393], [9.30859, 10.11536, 8.59251], [8.29950, 12.68336, 13.02816], [9.75321, 10.37013, 15.35979], [11.11086, 7.84588, 6.66842], [9.30280, 12.07904, 7.13324], [7.18906, 8.90040, 10.07739], [9.02871, 9.10838, 12.38789], [10.78026, 10.40874, 7.06636], [6.60195, 8.08556, 16.63101], [13.52643, 7.60913, 6.48789], [11.27579, 11.38434, 11.41360], [7.44325, 11.57906, 12.79929], [6.01792, 6.31960, 8.13379], [9.83076, 8.48003, 9.10095], [11.26229, 8.04343, 8.03766], [9.58309, 10.44178, 16.58839], [7.90695, 8.78130, 6.72061], [9.25818, 12.73160, 11.85283], [14.69480, 7.76512, 8.22504], [7.87054, 6.68742, 9.53932], [6.64124, 10.32164, 10.55763], [9.86501, 10.87203, 7.57965], [8.67995, 12.92820, 10.91424]], "atomic_forces_ev_per_a": [[-0.228, 0.386, -0.043], [0.112, 0.626, -0.668], [-1.528, -0.927, 1.776], [-0.686, -1.198, 0.241], [0.152, -2.165, 1.586], [-0.826, -0.881, -0.019], [0.733, -0.193, -1.047], [-0.406, -0.650, 1.023], [-1.131, 0.198, -1.586], [0.794, 0.144, 0.005], [-0.508, -0.209, 2.402], [-1.205, 0.519, -0.548], [-0.295, 0.156, 0.471], [-0.440, -0.397, 1.068], [0.442, 0.323, -0.493], [1.296, -0.345, 1.185], [-0.641, 0.685, -0.267], [-0.386, -1.206, 0.152], [-0.138, -0.082, 1.361], [-0.125, -0.086, -0.148], [0.300, -0.132, -0.513], [0.673, -0.284, 0.430], [0.690, -0.848, 0.988], [0.938, 1.722, -1.947], [-0.473, 0.482, 0.112], [-0.513, -0.358, -1.892], [0.549, 0.193, 0.424], [-0.161, 0.359, 0.403], [0.721, -0.545, 0.557], [0.834, -1.027, -1.395], [0.625, 0.252, 0.183], [0.424, 0.595, 0.268], [-1.446, 1.372, 0.586], [-0.071, 0.261, -0.104], [1.008, 2.094, 0.251], [-0.823, 0.049, 0.179], [-0.218, 0.453, 0.498], [-0.821, -0.132, 0.094], [-0.191, 1.645, -2.035], [0.773, 0.163, 0.915], [-0.017, -0.603, -1.380], [1.875, 0.383, 1.039], [1.497, 0.942, -0.061], [0.226, 0.526, -0.190], [2.308, 1.317, -0.360], [-0.876, -0.382, -1.166], [0.485, 0.380, 0.309], [-0.001, 0.400, 0.095], [0.173, 1.651, -3.531], [1.001, -1.635, 4.213], [0.265, -0.007, -0.746], [0.989, -0.757, -0.731], [0.489, -1.422, -1.846], [-0.393, -0.068, -0.491], [0.885, -1.287, 0.328], [0.394, 0.653, -0.247], [-0.478, -0.525, 0.804], [-1.333, 1.085, 0.742], [-0.659, -0.397, 0.580], [-0.960, -1.150, -0.777], [-0.968, -0.033, -2.843], [-0.872, 0.166, -0.042], [-1.561, 0.273, -1.427], [0.957, -0.182, 1.060], [-1.176, 0.769, -0.090], [-2.094, -0.300, 1.566], [-0.245, -1.454, 1.998], [0.081, 1.297, -0.491], [-1.169, -0.116, 0.256], [1.100, -0.188, -0.340], [0.266, 0.413, 0.039], [1.669, -0.480, -1.333], [0.336, -0.283, 0.609]], "energy_ev": -143116.785, "relative_energy_kcal_mol": 34.8, "total_charge": 0, "lumo_ha": [0.004, 0.004], "gap_ha": [0.2944, 0.2945], "spin_multiplicity": 4, "s_squared": 3.75}

=====

Entry 3:
{"formula": "C26H31ClF2GeIN2O2RuSSeTe", "method": "the ωB97M-V functional and the def2-TZVPD basis", "species": ["F", "C", "Ru", "C", "C", "H", "C", "H", "H", "H", "C", "Te", "H", "O", "C", "Ge", "H", "H", "N", "H", "O", "H", "H", "H", "H", "H", "H", "H", "H", "H", "H", "C", "Se", "H", "H", "C", "C", "C", "C", "C", "C", "H", "C", "H", "C", "F", "H", "C", "H", "C", "H", "H", "C", "C", "I", "H", "C", "C", "S", "C", "H", "H", "C", "C", "C", "N", "H", "Cl", "H", "C"], "coordinates": [[2.06930, 0.74189, -2.18224], [1.13583, 5.26417, 0.88860], [0.06261, -0.15920, -0.25045], [-3.08281, -2.37166, -3.52962], [-4.26969, 0.71834, -0.90955], [0.38591, 7.99127, -4.26237], [0.73074, 6.59258, -1.18639], [-0.08452, -2.89389, -2.03882], [1.39554, 6.25454, 1.26262], [1.26317, 8.64916, -2.87430], [-1.87346, -2.95903, -3.29107], [1.01892, -2.34037, 0.58088], [3.99996, -3.18350, 0.51813], [-2.26273, 0.31314, 0.29898], [4.87083, -3.07996, 1.16376], [4.57338, -1.77407, 2.58700], [1.08511, 7.45968, -0.63764], [-0.41839, 5.71894, -4.23387], [-0.42703, -0.65406, 4.14912], [-3.71845, -2.70796, -4.33869], [-0.25149, 1.92230, -1.02861], [3.58218, 0.49885, 2.89691], [-6.04755, 0.87829, -2.10729], [3.39473, -1.70358, 4.81781], [7.12725, -1.40201, 2.81801], [5.06885, -4.04104, 1.64527], [2.30229, -2.35101, 3.57661], [-1.52946, 2.71525, -2.95513], [6.33013, -1.07847, 4.36703], [6.60455, -2.74589, 3.84385], [-0.49765, 8.68161, -2.90224], [-0.11354, 5.62000, -3.19701], [3.53846, 0.71794, 0.46168], [4.75247, 0.34569, -1.68724], [-1.52514, -3.78553, -3.89709], [-0.66571, 3.19548, -3.41308], [3.32285, -2.37218, 3.95715], [-3.02674, 0.09124, -0.66126], [1.09387, -0.28175, -2.00368], [-2.65803, -0.92823, -1.65050], [-4.75086, -0.62996, -2.84040], [-0.92894, 3.52783, -4.41858], [-3.51966, -1.31714, -2.69967], [5.74357, -2.80227, 0.57037], [0.68619, 5.36058, -0.55020], [0.23647, -0.02613, -3.10035], [1.62762, -1.19381, -2.27790], [0.33723, 6.73791, -2.51141], [5.24232, 0.63767, 2.30676], [-5.10489, 0.36464, -1.97035], [5.79484, -0.13140, -0.32124], [4.48069, -1.21219, -0.87098], [0.20576, 2.94202, -0.55878], [4.29123, 0.12197, 2.15626], [-4.85470, 2.21187, 0.42373], [0.64134, 2.92090, 0.44648], [0.37784, 8.08763, -3.17648], [4.78667, -0.17637, -0.73441], [0.47748, 1.03473, 2.05582], [-0.08144, 0.00464, 3.25935], [2.01214, 4.62182, 0.99272], [3.56999, -3.38610, 4.28085], [-0.18488, 4.36433, -2.59979], [-1.06166, -2.47334, -2.25347], [0.22695, 4.24092, -1.26312], [-1.43901, -1.49222, -1.47240], [0.09767, 2.41931, -3.47886], [-5.84809, -1.05871, -4.14894], [0.35917, 4.84945, 1.53183], [6.34262, -1.74179, 3.49909]], "atomic_forces_ev_per_a": [[0.001, -0.064, 0.026], [0.001, -0.002, -0.031], [-1.484, -1.920, -0.877], [-0.056, 0.002, -0.012], [0.019, 0.010, 0.008], [0.001, 0.000, 0.000], [0.006, 0.006, -0.012], [0.000, 0.031, -0.032], [0.001, 0.002, -0.005], [-0.001, 0.002, -0.001], [-0.006, -0.023, 0.096], [0.256, -0.129, 0.138], [-0.007, 0.008, -0.008], [-0.052, 0.520, 0.345], [-0.095, 0.020, -0.062], [0.205, -0.037, 0.247], [0.006, -0.008, 0.007], [-0.003, 0.002, 0.001], [-0.059, 0.044, 0.029], [0.004, 0.009, -0.002], [-0.268, 0.086, -0.229], [-0.019, 0.010, -0.017], [-0.004, -0.001, 0.016], [-0.017, -0.007, 0.003], [-0.008, 0.012, -0.001], [-0.004, -0.005, -0.016], [-0.018, 0.002, 0.012], [-0.018, 0.004, -0.002], [-0.007, 0.013, -0.012], [0.009, 0.011, 0.006], [0.000, 0.001, 0.000], [-0.009, -0.015, 0.005], [0.182, 0.080, 0.028], [-0.022, -0.004, -0.013], [0.031, 0.022, -0.008], [0.023, 0.039, -0.020], [-0.060, -0.005, -0.065], [0.068, -0.216, -0.126], [0.458, 0.584, 0.571], [-0.100, 0.002, 0.004], [-0.053, -0.029, -0.040], [0.002, 0.012, 0.004], [0.043, -0.047, 0.024], [-0.003, -0.004, -0.011], [0.023, 0.061, 0.054], [-0.037, -0.001, -0.004], [-0.104, -0.097, 0.060], [-0.010, -0.013, 0.009], [-0.007, 0.000, 0.058], [0.037, -0.002, 0.011], [0.022, 0.002, -0.055], [0.009, 0.009, -0.030], [0.096, 0.031, 0.015], [0.007, 0.123, -0.145], [0.002, 0.008, -0.015], [0.027, 0.011, -0.020], [-0.009, -0.001, 0.000], [0.004, -0.014, 0.117], [0.218, 0.108, -0.124], [0.204, -0.045, -0.086], [-0.004, -0.008, 0.006], [-0.007, 0.000, -0.012], [0.018, -0.048, -0.076], [0.085, -0.163, 0.001], [-0.066, -0.075, 0.091], [0.526, 1.158, 0.087], [-0.024, -0.027, 0.029], [0.029, 0.007, 0.031], [0.005, -0.003, 0.007], [0.010, -0.037, 0.019]], "energy_ev": -203172.003, "relative_energy_kcal_mol": 19.5, "total_charge": -2, "lumo_ha": [0.140, 0.140], "gap_ha": [0.1666, 0.1599], "spin_multiplicity": 2, "s_squared": 0.80}